# 1
DFT (the ωB97M-V functional and the def2-TZVPD basis) results for a 13-piece molecular cluster, H24O16S overall in a non-equilibrium geometry.

Summary:
E_tot in eV: -43986.8015
Relative energy (zero: lowest compared OMol25 entry of this formula, charge and spin) in kcal per mole: 88.2
Kohn-Sham gap in eV: 9.22
LUMO energy in eV: 4.919
HOMO energy in eV: -4.3039

Geometry as ORCA input:
```
! RIJCOSX wB97M-V def2-TZVPD def2/J DEFGRID3
* xyz -2 1
S -0.01 -0.10 -0.02
O 0.77 0.62 0.91
O 0.71 -1.21 -0.59
O -1.19 -0.66 0.70
O -0.57 0.73 -1.07
O 2.20 -2.89 0.50
H 2.02 -3.01 1.52
H 1.73 -2.05 0.11
O -1.17 -3.01 1.86
H -1.71 -2.78 2.64
H -1.20 -2.11 1.38
O -2.31 0.08 2.82
H -1.93 -0.07 1.97
H -2.91 -0.67 2.90
O -2.90 1.83 -1.49
H -3.07 2.52 -0.79
H -1.95 1.58 -1.47
O -3.65 -0.43 0.01
H -3.49 0.46 -0.51
H -2.81 -0.52 0.34
O 0.89 2.90 1.92
H 0.99 3.55 1.16
H 0.76 2.11 1.44
O -0.31 -2.42 -2.84
H 0.00 -1.98 -2.01
H -0.35 -1.68 -3.40
O -0.26 0.31 -3.72
H -0.37 0.46 -2.83
H -1.12 0.42 -4.11
O 1.66 -0.10 3.11
H 2.20 0.39 3.60
H 1.13 0.15 2.37
O 2.95 -1.10 -1.84
H 3.15 -2.14 -1.78
H 2.24 -1.09 -1.25
O 0.50 3.17 -1.03
H 0.02 3.86 -1.66
H -0.09 2.42 -0.93
O 3.36 1.13 0.58
H 3.71 0.30 0.79
H 2.37 1.03 0.68
*
```

***

# 2
DFT (the ωB97M-V functional and the def2-TZVPD basis) results for H25O12 as an isolated structure in a non-equilibrium geometry.

Summary:
E_tot in eV: -24969.8798
Relative energy (zero: lowest compared OMol25 entry of this formula, charge and spin) in kcal per mole: 26.5
Kohn-Sham gap in eV: 11.51
LUMO energy in eV: -2.703
HOMO energy in eV: -14.2173

Geometry as ORCA input:
```
! RIJCOSX wB97M-V def2-TZVPD def2/J DEFGRID3
* xyz 1 1
O 2.34 -0.02 3.00
H 3.24 -0.36 2.97
H 1.89 -0.94 3.07
O -4.20 -0.64 -0.74
H -4.09 -0.09 -1.52
H -3.61 -1.41 -0.87
O 1.92 2.32 -2.45
H 3.72 0.79 -0.74
O -1.32 1.39 -3.05
H -1.34 0.85 -3.83
H -2.00 1.94 -2.67
O -0.58 1.22 -0.31
H -0.51 0.95 -1.25
H -1.53 1.07 -0.04
O -0.30 -2.84 0.43
H -0.22 -3.79 0.53
H 0.39 -2.47 -0.12
O 1.01 -0.17 0.74
H 1.33 -0.12 1.69
H 0.29 0.76 0.44
O -2.91 0.94 0.84
H -2.82 0.50 1.69
H -3.54 0.33 0.34
O 3.32 0.56 0.10
H 1.93 0.09 0.30
H 3.14 1.48 0.56
O -2.08 -2.19 -1.39
H -1.61 -2.27 -0.54
H -2.24 -2.93 -1.97
O 2.53 2.92 0.37
H 2.50 2.89 -0.63
H 3.29 3.51 0.28
O -0.14 -3.18 3.47
H -0.95 -3.00 2.99
H -0.21 -2.78 4.34
H 0.99 2.44 -2.72
H 2.36 2.25 -3.31
*
```

***

# 3
DFT (the ωB97M-V functional and the def2-TZVPD basis) results for a 13-piece molecular cluster, H26O13 overall in a non-equilibrium geometry.

Summary:
E_tot in eV: -27039.4990
Relative energy (zero: lowest compared OMol25 entry of this formula, charge and spin) in kcal per mole: 56.5
Kohn-Sham gap in eV: 9.52
LUMO energy in eV: -0.541
HOMO energy in eV: -10.0653

Geometry as ORCA input:
```
! RIJCOSX wB97M-V def2-TZVPD def2/J DEFGRID3
* xyz 0 1
O 8.32 -7.20 0.20
H 8.04 -7.83 0.86
H 9.24 -6.97 0.35
O 6.29 -11.38 3.45
H 5.99 -12.30 3.42
H 6.85 -11.34 2.68
O 4.94 -7.78 2.51
H 5.08 -7.14 1.87
H 5.74 -8.29 2.56
O 7.18 -5.53 1.95
H 7.69 -6.04 1.28
H 7.46 -4.62 1.64
O 7.57 -8.60 2.41
H 7.95 -7.88 2.87
H 8.38 -9.14 2.34
O 6.39 -6.47 4.75
H 5.90 -6.19 4.01
H 6.66 -7.36 4.54
O 10.83 -11.51 0.64
H 11.64 -11.55 1.16
H 10.41 -10.74 1.03
O 7.66 -11.29 0.85
H 7.14 -12.09 0.85
H 6.95 -10.65 0.62
O 10.05 -9.29 1.89
H 10.50 -8.67 1.35
H 10.51 -9.41 2.71
O 8.46 -4.29 4.12
H 9.15 -3.90 3.60
H 8.30 -5.15 3.71
O 6.68 -9.33 5.32
H 6.52 -9.68 4.46
H 5.87 -9.47 5.75
O 9.25 -10.28 4.81
H 8.44 -9.79 4.97
H 9.70 -10.19 5.60
O 9.01 -7.09 3.98
H 9.79 -6.75 3.63
H 9.13 -7.33 4.91
*
```

***

# 4
DFT (the ωB97M-V functional and the def2-TZVPD basis) results for a 13-piece molecular cluster, H26O13 overall in a non-equilibrium geometry.

Summary:
E_tot in eV: -27037.2388
Relative energy (zero: lowest compared OMol25 entry of this formula, charge and spin) in kcal per mole: 108.6
Kohn-Sham gap in eV: 10.08
LUMO energy in eV: -0.199
HOMO energy in eV: -10.2810

Geometry as ORCA input:
```
! RIJCOSX wB97M-V def2-TZVPD def2/J DEFGRID3
* xyz 0 1
H -0.68 -0.06 -0.36
H -0.11 1.14 -1.10
H -4.52 2.44 2.75
H -3.57 1.56 1.96
H -2.57 -1.36 1.61
H -1.07 -1.37 1.37
H 2.09 2.77 -2.79
H 2.91 3.35 -1.65
H -2.76 -1.07 -2.03
H -3.35 -1.38 -0.66
H 0.73 -1.66 -0.07
H 0.99 -2.62 1.08
H 2.40 0.20 -2.35
H 2.78 1.33 -1.40
H -1.72 2.81 -1.64
H -3.19 3.22 -1.69
H -1.54 -3.97 -2.34
H -2.86 -4.35 -3.01
H 2.92 0.12 2.33
H 3.23 1.61 2.37
H 4.48 0.75 -0.95
H 5.58 -0.22 -0.58
H -3.56 -0.26 2.67
H -2.21 0.24 2.18
H 3.10 -1.58 1.59
H 4.09 -2.58 0.99
O 0.06 0.56 -0.35
O -3.97 2.44 1.97
O -1.91 -1.25 0.92
O 2.02 3.05 -1.86
O -3.37 -1.67 -1.58
O 0.29 -2.13 0.64
O 2.57 0.39 -1.42
O -2.29 3.58 -1.73
O -2.40 -3.60 -2.60
O 3.51 0.79 1.95
O 4.72 0.10 -0.28
O -2.86 0.35 2.89
O 3.43 -2.49 1.69
*
```

***

# 5
DFT (the ωB97M-V functional and the def2-TZVPD basis) results for H26O13 as an isolated structure in a non-equilibrium geometry.

Summary:
E_tot in eV: -27023.8483
Relative energy (zero: lowest compared OMol25 entry of this formula, charge and spin) in kcal per mole: 417.4
Kohn-Sham gap in eV: 7.14
LUMO energy in eV: -1.378
HOMO energy in eV: -8.5202

Geometry as ORCA input:
```
! RIJCOSX wB97M-V def2-TZVPD def2/J DEFGRID3
* xyz 0 1
O 2.54 -2.66 11.36
H 2.99 -2.71 10.51
H 1.83 -2.03 11.22
O 0.55 0.69 13.49
H 1.24 1.04 12.94
H -0.11 0.37 12.88
O 1.28 -1.14 12.58
H 1.57 -0.94 13.48
H 0.54 -0.55 12.44
O 2.63 -0.55 14.57
H 2.33 0.18 15.12
H 3.12 -0.13 13.87
O 4.40 -1.12 11.22
H 4.11 -0.59 10.47
H 4.72 -1.93 10.83
O 2.76 0.38 12.26
H 2.53 -0.54 12.38
H 2.67 0.53 11.32
O 3.74 -0.07 9.72
H 3.14 -0.62 9.22
H 3.50 0.83 9.49
O 3.56 -2.56 13.23
H 3.08 -2.47 12.41
H 4.47 -2.73 12.95
O 4.23 1.85 12.71
H 3.37 1.49 12.47
H 4.71 1.09 13.05
O 4.99 -0.30 13.09
H 4.66 -0.46 12.21
H 4.65 -1.03 13.61
O 2.79 1.99 9.95
H 2.01 1.74 10.45
H 2.44 2.23 9.09
O 1.08 1.18 10.86
H 0.82 1.68 11.64
H 0.36 1.31 10.25
O 1.07 -1.30 10.21
H 0.97 -0.41 10.54
H 1.75 -1.22 9.53
*
```

***

# 6
DFT (the ωB97M-V functional and the def2-TZVPD basis) results for a 13-piece molecular cluster, H26O13 overall in a non-equilibrium geometry.

Summary:
E_tot in eV: -27039.6334
Relative energy (zero: lowest compared OMol25 entry of this formula, charge and spin) in kcal per mole: 53.4
Kohn-Sham gap in eV: 10.11
LUMO energy in eV: -0.202
HOMO energy in eV: -10.3100

Geometry as ORCA input:
```
! RIJCOSX wB97M-V def2-TZVPD def2/J DEFGRID3
* xyz 0 1
O -0.62 2.67 -1.75
H -0.78 1.76 -1.86
H -1.38 3.06 -2.19
O -0.62 -1.65 2.30
H -0.32 -2.18 1.57
H -1.28 -2.15 2.66
O -1.60 0.56 3.47
H -1.28 -0.06 2.83
H -2.03 -0.02 4.11
O 2.99 1.13 0.70
H 3.21 1.10 1.66
H 3.75 1.51 0.20
O -3.86 -0.59 1.53
H -3.65 -1.38 1.01
H -3.20 0.06 1.27
O 2.77 -0.21 -1.89
H 2.32 0.68 -1.78
H 2.14 -0.81 -2.14
O -2.09 1.14 0.59
H -2.65 1.40 -0.16
H -1.41 1.72 0.81
O 0.10 2.62 1.21
H 0.83 2.91 1.75
H 0.33 2.54 0.29
O -0.72 -2.49 -0.81
H -0.35 -1.69 -0.44
H -1.56 -2.19 -1.10
O 0.38 -0.24 0.13
H 1.11 0.35 0.24
H -0.40 0.29 0.31
O -1.06 0.05 -2.43
H -0.31 -0.48 -2.68
H -1.31 0.44 -3.29
O 0.88 -1.84 -2.95
H 0.29 -2.04 -2.23
H 0.34 -1.99 -3.71
O 4.06 -1.40 0.83
H 3.46 -1.89 1.39
H 3.55 -0.69 0.57
*
```

***

> What is the E_tot in the fourth record?

-27037.2388 eV